# 1
The following is a quantum chemistry calculation of a 3-piece molecular cluster, C36H66F3N3O8S2 overall at a distorted geometry, from OMol25.

Computed properties:
Kohn-Sham gap	7.79	eV
net charge	0

XYZ file:
```
118
C36H66F3N3O8S2 ωB97M-V with the def2-TZVPD basis set
C 4.24754 -0.14176 2.35394
C 5.31680 -0.32990 1.16417
C 4.68382 -0.35680 -0.31609
C 3.15256 0.11607 -0.41153
C 2.85364 0.52062 -1.93798
C 2.23234 -0.66674 -2.83363
C 2.29530 -0.16485 -4.37359
C 1.01647 -0.58761 -5.25454
C 0.08172 0.73484 -5.46513
C -0.78144 0.89618 -4.11498
C -0.74082 2.42234 -3.57301
C -1.99066 2.59536 -2.58671
C -2.08346 4.00215 -1.82312
C -0.76813 4.46226 -1.03785
C -0.41028 3.71096 0.31664
C -1.15264 2.33570 0.61717
N -1.24691 1.97163 2.06184
C 0.02263 1.50839 2.64266
O 0.81891 0.66683 2.11448
O 0.40232 2.04508 3.87984
C -1.92645 2.98101 2.86387
N -2.67261 2.65605 3.92795
C -3.42665 3.66676 4.74875
C -3.33725 3.36648 6.34166
C -1.81204 3.49950 6.77862
F -1.20231 2.32414 7.33434
C -1.08051 4.70918 6.62275
F 0.30717 4.70057 6.88745
F -1.67286 5.94361 6.26060
C -2.84447 1.23107 4.36714
O -4.26447 0.91930 4.55757
C -4.57600 -0.32321 3.87076
C -4.12192 -1.63300 4.72563
C -2.70217 -2.21881 4.26569
N -1.80327 4.38582 2.42012
C -3.02101 4.86848 1.69662
C -0.53559 4.60554 1.67424
O -0.20413 6.00022 1.48902
H 4.75798 -0.34150 3.36846
H 3.96155 0.97508 2.37699
H 3.32141 -0.80592 2.22729
H 5.87411 -1.31228 1.34350
H 6.07946 0.53009 1.25466
H 5.30749 0.33558 -0.99790
H 4.84360 -1.41863 -0.73186
H 2.44593 -0.68327 -0.00908
H 3.01749 1.06763 0.22324
H 2.08311 1.37661 -1.93944
H 3.81206 0.87459 -2.44911
H 2.90422 -1.60821 -2.76050
H 1.18859 -1.00127 -2.50656
H 3.24653 -0.52019 -4.90674
H 2.33226 0.98089 -4.34763
H 0.37582 -1.31777 -4.64443
H 1.27171 -1.07785 -6.25308
H -0.68266 0.54043 -6.31267
H 0.69858 1.68113 -5.64977
H -0.42910 0.20408 -3.25844
H -1.87934 0.65169 -4.31836
H -0.68076 3.20833 -4.39657
H 0.21753 2.48786 -2.92436
H -2.00107 1.67493 -1.89928
H -2.94730 2.49841 -3.23421
H -3.03335 3.97664 -1.16020
H -2.31677 4.79662 -2.63343
H 0.11671 4.29482 -1.76621
H -0.83868 5.61530 -0.95548
H 0.71897 3.45460 0.25997
H -0.52297 1.50026 0.12197
H -2.20438 2.22196 0.19354
H -4.53602 3.55444 4.45027
H -3.06230 4.73473 4.60760
H -3.84443 2.39380 6.64864
H -3.90945 4.23764 6.84433
H -2.29395 1.02251 5.35887
H -2.46538 0.47909 3.60180
H -4.21654 -0.35691 2.78674
H -5.73018 -0.39428 3.82126
H -4.18251 -1.43960 5.85703
H -4.91288 -2.43986 4.47594
H -2.50762 -3.15881 4.91207
H -1.81708 -1.51720 4.45989
H -2.69420 -2.59110 3.18139
H -3.69224 5.50409 2.37837
H -2.64914 5.50427 0.80573
H -3.58320 3.98534 1.21555
H 0.29372 4.18548 2.36838
H 0.78437 5.99585 1.42684
C -0.45880 -3.15874 0.96427
C 0.59491 -4.19332 0.56445
C 0.12046 -4.85362 -0.73116
S -0.89018 -3.64069 -1.57068
O -2.25138 -4.12720 -1.61849
O -0.19595 -3.17568 -2.75273
C -0.78166 -2.38597 -0.30742
H -0.09858 -2.49651 1.75472
H -1.35635 -3.66795 1.33147
H 1.55217 -3.69040 0.39221
H 0.75182 -4.93525 1.35060
H 0.96042 -5.13070 -1.37303
H -0.50025 -5.72921 -0.53005
H -1.72008 -1.83456 -0.24882
H 0.03507 -1.71172 -0.57599
C 1.70040 -5.65244 -5.37898
C 3.16229 -5.44054 -5.77848
C 3.96875 -5.26358 -4.49040
S 3.08756 -6.16537 -3.22109
O 2.59331 -5.22020 -2.24462
O 3.85325 -7.33215 -2.84581
C 1.72425 -6.67644 -4.25199
H 1.09584 -5.99662 -6.22055
H 1.27508 -4.70946 -5.01961
H 3.52303 -6.32052 -6.32115
H 3.27985 -4.57812 -6.43835
H 4.97672 -5.66823 -4.58717
H 4.01613 -4.21556 -4.18900
H 0.80329 -6.69539 -3.66923
H 1.94991 -7.67533 -4.63193
```

---

# 2
The following is a quantum chemistry calculation of C44H35BrN7O3Ti as an isolated structure, from OMol25.

Computed properties:
ΔE to the lowest compared entry with this formula, charge and spin	0.000	eV
Kohn-Sham gap (spin up / spin down)	6.52 / 6.83	eV
net charge	0
2S+1	2

XYZ file:
```
91
C44H35BrN7O3Ti ωB97M-V with the def2-TZVPD basis set
Ti 0.45444 0.36897 -0.07036
C 4.31384 1.70280 1.36536
C 4.06138 2.83820 2.13286
C 2.76764 3.28721 2.25946
C 1.73491 2.58096 1.63203
N 1.98481 1.47951 0.92419
C 3.25006 1.05690 0.77988
N 0.46882 3.14270 1.71508
C -0.64895 2.53955 1.52836
N -0.95322 1.20535 1.22548
C -2.32908 1.05016 1.37234
N -3.09491 0.01944 1.39541
C -2.75746 -1.31066 1.56522
C -3.67436 -2.24544 1.05647
C -3.45313 -3.58868 1.24667
C -2.33885 -3.98997 1.98129
C -1.51364 -3.00298 2.47810
N -1.69173 -1.69410 2.27126
C -2.94050 2.38678 1.56249
C -4.26508 2.77051 1.65994
C -4.51551 4.12288 1.84966
C -3.47160 5.04478 1.95547
C -2.14494 4.64134 1.87696
C -1.91310 3.29323 1.67491
H 5.31647 1.33049 1.21329
H 4.87160 3.37498 2.60806
H 2.51326 4.17936 2.81086
H 3.38776 0.17953 0.16039
H -4.55924 -1.87870 0.56006
H -4.14875 -4.31970 0.85466
H -2.12857 -5.03153 2.17770
H -0.64774 -3.27016 3.07712
H -5.06184 2.04352 1.58362
H -5.53689 4.47343 1.91861
H -3.70528 6.09084 2.10500
H -1.32446 5.33918 1.96712
O -0.45202 -5.10067 -0.45854
C 0.78151 -4.82772 -0.98186
C 1.45847 -5.88952 -1.56772
C 2.70805 -5.68104 -2.12714
C 3.28938 -4.42137 -2.10177
C 2.61187 -3.36907 -1.50776
C 1.35632 -3.55468 -0.94554
C 0.62297 -2.40747 -0.28521
O 1.33921 -1.23114 -0.26908
N -0.66804 -2.22065 -0.98815
N -1.08282 -0.89258 -1.11152
C -2.10251 -0.74884 -1.87296
C -2.80366 0.47830 -2.24033
Br -2.01619 2.15525 -1.91900
C -3.95484 0.45043 -2.93007
C -4.74807 -0.71464 -3.35463
C -5.37336 -0.65790 -4.60184
C -6.12351 -1.72447 -5.06681
C -6.27820 -2.85936 -4.28280
C -5.69144 -2.91353 -3.02756
C -4.93713 -1.84660 -2.56396
H -0.86496 -4.30182 -0.09841
H 0.99002 -6.86409 -1.57572
H 3.22890 -6.51061 -2.58775
H 4.26235 -4.25748 -2.54447
H 3.04190 -2.37711 -1.48068
H 0.39243 -2.68299 0.75215
H -0.69901 -2.69964 -1.88151
H -2.51500 -1.63836 -2.34645
H -4.34505 1.40528 -3.26402
H -5.25611 0.22739 -5.21450
H -6.59185 -1.66838 -6.04028
H -6.86704 -3.69233 -4.64330
H -5.82804 -3.78433 -2.39949
H -4.52014 -1.88171 -1.56911
C 2.61642 -0.37685 -5.50034
C 1.96188 -1.16084 -4.52532
C 1.51239 -0.58534 -3.37213
C 1.67757 0.79882 -3.08920
C 1.20078 1.39666 -1.86819
C 1.38629 2.76036 -1.77294
C 1.99312 3.55284 -2.77051
C 2.46404 2.97110 -3.90964
C 2.31478 1.57655 -4.09386
C 2.78145 0.95832 -5.28330
H 2.97864 -0.83445 -6.41205
H 1.82496 -2.22366 -4.68607
H 1.03077 -1.20250 -2.63043
H 1.05092 3.29010 -0.88091
H 2.09292 4.62117 -2.61928
H 2.94721 3.55747 -4.68259
H 3.27218 1.57773 -6.02547
O 0.93393 -0.50878 2.67486
H 0.01034 -0.81428 2.72223
H 1.49336 -1.27283 2.84016
```

---

# 3
The following is a quantum chemistry calculation of C15H13N3O3S3Y as an isolated structure at a distorted geometry, from OMol25.

Computed properties:
ΔE to the lowest compared entry with this formula, charge and spin	0.000	eV
Kohn-Sham gap	7.41	eV
net charge	+1

XYZ file:
```
38
C15H13N3O3S3Y ωB97M-V with the def2-TZVPD basis set
Y -0.60118 0.60778 0.68276
O -2.87933 -2.79915 -1.43272
C -1.74036 -3.40059 -1.85504
C -1.92648 -4.61361 -2.51091
C -0.84351 -5.31719 -2.98801
C 0.45715 -4.83084 -2.82497
C 0.64282 -3.63099 -2.18444
C -0.44077 -2.88835 -1.68910
C -0.18420 -1.60028 -1.02435
O -1.21658 -1.02183 -0.38410
N 1.01306 -1.09698 -1.06974
N 1.25858 0.16218 -0.39802
C 2.45767 0.59519 -0.62779
S 3.56068 -0.22863 -1.67329
C 4.97181 0.81169 -1.21699
C 4.47332 2.21365 -0.93282
S 3.02413 2.04391 0.13130
H -2.62905 -1.99473 -0.95093
H -2.93950 -4.97882 -2.62804
H -1.00638 -6.26186 -3.49393
H 1.30510 -5.39110 -3.19330
H 1.64088 -3.23670 -2.04360
H 5.66707 0.80814 -2.05474
H 5.46256 0.38006 -0.34679
H 4.17949 2.73687 -1.83882
H 5.20124 2.81128 -0.38782
O -1.08814 1.17321 2.60973
N -1.77244 2.29117 2.93856
C -1.95670 2.52809 4.25988
C -2.63289 3.63748 4.66711
C -3.11998 4.50959 3.69289
C -2.91382 4.24169 2.35964
C -2.22028 3.10248 1.94324
S -1.95185 2.74040 0.25539
H -1.53550 1.78112 4.91320
H -2.77408 3.81244 5.72377
H -3.66167 5.40049 3.98537
H -3.28083 4.90276 1.58741
```

---

# 4
The following is a quantum chemistry calculation of a 9-piece molecular cluster, C5H27NO10 overall at a distorted geometry, from OMol25.

Computed properties:
ΔE to the lowest compared entry with this formula, charge and spin	0.132	eV
Kohn-Sham gap (spin up / spin down)	2.51 / 10.12	eV
net charge	-1
2S+1	2

XYZ file:
```
43
C5H27NO10 ωB97M-V with the def2-TZVPD basis set
C 1.48794 0.01453 0.19631
N 0.25766 -0.76056 0.24671
C -0.11213 -1.66778 -0.67403
O 0.92830 -2.12640 -1.41384
O -1.21635 -2.21351 -0.63899
C 1.58632 1.21747 -0.68634
C 0.76834 2.43818 -0.16663
C 1.61333 3.15913 0.86938
H 2.27570 -0.64090 -0.20997
H 1.83323 0.19098 1.23687
H -0.56055 -0.19339 0.62012
H 0.67030 -3.03333 -1.64346
H 2.63428 1.43877 -0.87365
H 1.04148 0.97123 -1.61048
H -0.10713 1.94661 0.30567
H 0.53595 3.15465 -0.94664
H 1.07247 3.60555 1.72667
H 2.42058 3.77850 0.46510
H 2.09623 2.34447 1.42412
H -1.06596 0.13446 -2.64895
H -0.15428 -0.65255 -3.73223
O -0.69866 -0.70445 -2.94316
H -1.09342 2.67101 2.62649
H -1.46170 1.22604 2.68849
O -0.94784 1.89264 3.18398
H -3.95342 -0.47205 -0.86658
H -2.41564 -0.80536 -1.09558
O -3.16516 -0.24224 -1.36617
H 0.71426 -3.01924 0.88051
H 1.07037 -2.90886 2.25604
O 1.44178 -3.32914 1.44669
H -2.91908 -2.10924 2.16422
H -1.72176 -2.46553 1.24360
O -2.04067 -1.80748 1.89800
H 0.85963 -1.97182 4.31794
H -0.45473 -1.71576 3.46380
O 0.18956 -2.37784 3.76487
H -2.63214 1.24742 -2.18027
H -3.09537 2.64573 -1.99920
O -2.71218 2.08609 -2.68424
H 1.58931 -0.42237 -2.72331
H 3.08193 -0.53767 -2.80261
O 2.35923 0.01401 -3.11922
```